Record 1
ORCA calculation (ωB97M-V/def2-TZVPD) on a structure of composition C22H44BiN3OP3Se.

Values from the calculation:
HOMO-LUMO gap (eV): 6.630
E_HOMO (Eh): -0.581
Charge: +3
Energy relative to the best compared isomer or geometry (same formula, charge and spin) (eV): 0.270

Atoms and positions in Å:
Bi 1.621 -0.532 0.211
P 1.702 -3.231 0.493
P 1.076 0.767 2.614
P 1.092 -0.260 -2.559
H 1.336 4.431 0.355
C 0.868 4.339 -0.630
C -0.465 4.328 -0.789
H -1.150 4.447 0.059
C 3.301 -3.991 0.074
C 1.359 -3.732 2.209
C 0.461 -4.152 -0.470
C 0.233 2.377 2.451
C 0.020 -0.153 3.779
C 2.595 1.137 3.547
C 0.884 1.495 -3.024
C -0.455 -1.048 -3.134
C 2.372 -0.824 -3.727
H 1.543 4.326 -1.492
H -0.917 4.322 -1.789
H 3.434 -4.904 0.674
H 4.118 -3.284 0.288
H 3.321 -4.247 -0.996
H 1.613 -4.798 2.321
H 0.293 -3.567 2.429
H 1.976 -3.141 2.900
H 0.699 -5.225 -0.420
H 0.481 -3.832 -1.522
H -0.539 -3.973 -0.045
H 0.603 3.047 3.239
H -0.848 2.239 2.577
H 0.423 2.849 1.477
H 0.604 -0.375 4.682
H -0.342 -1.092 3.339
H -0.843 0.470 4.050
H 2.572 2.187 3.870
H 3.473 0.965 2.908
H 2.651 0.480 4.426
H 0.983 1.593 -4.115
H 1.662 2.106 -2.541
H -0.102 1.872 -2.713
H -0.414 -1.184 -4.225
H -1.321 -0.421 -2.879
H -0.576 -2.034 -2.660
H 2.137 -0.444 -4.734
H 2.404 -1.923 -3.745
H 3.358 -0.444 -3.422
C 4.560 1.121 -0.971
C 4.158 2.440 -0.708
C 4.307 3.422 -1.687
C 4.872 3.101 -2.927
C 5.312 1.795 -3.175
C 5.177 0.811 -2.196
Se 4.240 -0.300 0.299
H -0.754 -0.549 0.291
H 3.710 2.673 0.259
H 3.984 4.442 -1.478
H 4.972 3.870 -3.694
H 5.756 1.539 -4.139
H 5.534 -0.205 -2.368
C -4.334 -2.663 1.869
N -3.725 -1.546 1.152
C -4.482 -0.540 0.619
C -3.887 0.525 -0.009
C -2.497 0.583 -0.086
N -1.794 -0.498 0.360
C -2.359 -1.565 1.061
O -1.665 -2.457 1.565
N -1.795 1.617 -0.582
H -4.103 -3.612 1.373
H -5.413 -2.507 1.875
H -3.961 -2.715 2.898
H -5.553 -0.662 0.761
H -4.480 1.332 -0.419
H -2.270 2.471 -0.846
H -0.781 1.670 -0.502

---

Record 2
ORCA calculation (ωB97M-V/def2-TZVPD) on a structure of composition C8H3BeBrF9N2O4S3.

Values from the calculation:
HOMO-LUMO gap (eV): 8.014
E_HOMO (Eh): -0.192
Charge: -1
Energy relative to the best compared isomer or geometry (same formula, charge and spin) (eV): 0.280

Atoms and positions in Å:
Be 0.653 -1.757 -0.423
F 3.852 -1.916 0.816
C 4.174 -0.813 0.129
F 4.932 -0.046 0.916
F 4.904 -1.170 -0.928
S 2.646 0.096 -0.434
O 2.001 -1.133 -1.029
O 3.313 1.096 -1.220
N 2.157 0.516 1.046
S 1.354 -0.423 1.971
O 2.012 -0.928 3.132
O 0.557 -1.424 1.212
C 0.067 0.693 2.667
F 0.609 1.441 3.624
F -0.459 1.482 1.748
F -0.898 -0.054 3.199
F -3.008 2.950 -2.342
C -2.439 2.592 -1.162
F -3.360 2.908 -0.214
F -1.415 3.402 -0.966
C -2.168 1.107 -1.136
C -3.317 0.343 -1.112
C -3.241 -1.036 -1.069
C -1.986 -1.593 -0.997
N -0.856 -0.884 -1.016
C -0.890 0.481 -1.141
S 0.569 1.363 -1.360
H -4.281 0.838 -1.116
H -4.122 -1.661 -1.063
H -1.849 -2.664 -0.924
Br 0.490 -3.807 -0.809

---

Record 3
ORCA calculation (ωB97M-V/def2-TZVPD) on a cluster of 7 separate species, C18H28Cl6O12 in total.

Values from the calculation:
HOMO-LUMO gap (eV): 10.241
E_HOMO (Eh): -0.383
Charge: 0
Energy relative to the best compared isomer or geometry (same formula, charge and spin) (eV): 0.000
SMILES: O=C1OCCO1.O=C1OCCO1.O=C1OCCO1.O=C1OCCO1.ClCCCl.ClCCCl.ClCCCl

Atoms and positions in Å:
C -2.326 0.480 3.295
C -3.621 0.892 2.569
O -4.113 1.988 3.335
C -3.266 2.269 4.360
O -3.439 3.126 5.152
O -2.230 1.406 4.375
H -1.484 0.483 2.617
H -2.387 -0.532 3.698
H -4.363 0.090 2.559
H -3.488 1.200 1.531
C -6.175 0.032 -0.335
C -5.257 0.721 -1.352
O -4.038 -0.026 -1.287
C -4.187 -1.084 -0.432
O -3.313 -1.836 -0.190
O -5.434 -1.159 0.031
H -7.131 -0.286 -0.744
H -6.330 0.607 0.575
H -5.094 1.749 -1.015
H -5.621 0.767 -2.376
C 2.038 0.298 -1.363
C 1.057 -0.691 -0.744
O 0.573 0.069 0.394
C 1.419 1.091 0.645
O 1.327 1.801 1.594
O 2.400 1.155 -0.280
H 1.605 0.854 -2.195
H 2.907 -0.216 -1.780
H 1.520 -1.605 -0.376
H 0.204 -0.907 -1.374
C 3.001 -2.857 -4.647
C 2.519 -1.907 -5.740
O 3.098 -2.423 -6.921
C 4.082 -3.292 -6.598
O 4.735 -3.890 -7.377
O 4.212 -3.347 -5.251
H 2.333 -3.665 -4.356
H 3.361 -2.349 -3.753
H 2.711 -0.861 -5.501
H 1.434 -1.984 -5.851
Cl -3.626 3.643 0.114
C -1.997 3.982 -0.563
C -1.660 2.945 -1.599
Cl -0.002 3.104 -2.242
H -1.287 4.119 0.245
H -2.102 4.944 -1.064
H -2.341 2.990 -2.450
H -1.795 1.914 -1.272
Cl 1.559 -2.587 2.756
C 1.688 -4.201 1.965
C 3.155 -4.522 1.844
Cl 3.397 -5.937 0.770
H 1.273 -4.050 0.973
H 1.094 -4.910 2.528
H 3.630 -4.782 2.783
H 3.661 -3.669 1.402
Cl 4.799 0.782 2.968
C 4.421 2.517 2.985
C 3.481 2.902 4.100
Cl 4.110 2.387 5.684
H 4.065 2.745 1.985
H 5.353 3.070 3.109
H 2.495 2.470 3.944
H 3.386 3.983 4.145

---

Record 4
ORCA calculation (ωB97M-V/def2-TZVPD) on the molecule C2H7OPS.

Values from the calculation:
HOMO-LUMO gap (eV): 9.602
E_HOMO (Eh): -0.320
Charge: 0
Energy relative to the best compared isomer or geometry (same formula, charge and spin) (eV): 2.154
SMILES: CO[P@H](C)=S

Atoms and positions in Å:
C 0.220 1.919 -0.407
C 0.736 -1.906 -0.055
O 0.102 0.958 0.676
P -0.781 -0.414 0.615
S -2.376 -0.251 -0.389
H -0.519 2.010 -1.139
H 1.167 1.772 -0.911
H -0.019 2.863 0.059
H 0.781 -1.644 -1.091
H 1.522 -1.793 0.582
H 0.045 -2.628 0.200
H -0.879 -0.886 1.858

---

Record 5
ORCA calculation (ωB97M-V/def2-TZVPD) on a cluster of 2 separate species, C2H7NO3 in total.

Values from the calculation:
HOMO-LUMO gap (eV): 9.937
E_HOMO (Eh): -0.338
Charge: 0
Energy relative to the best compared isomer or geometry (same formula, charge and spin) (eV): 1.211
SMILES: O=CO.NCO

Atoms and positions in Å:
N 0.313 -0.267 1.429
C 1.527 0.411 1.082
O 1.348 0.861 -0.236
H -0.116 -0.840 0.720
H 0.271 -0.722 2.325
H 1.647 1.248 1.781
H 2.422 -0.231 1.135
H 2.155 1.213 -0.612
O -2.160 -1.640 -1.304
C -2.314 -0.467 -1.487
O -1.338 0.411 -1.737
H -3.276 0.049 -1.463
H -0.478 -0.027 -1.632

---

Record 6
ORCA calculation (ωB97M-V/def2-TZVPD) on a cluster of 2 separate species, C4H9NOS in total.

Values from the calculation:
HOMO-LUMO gap (eV): 9.162
E_HOMO (Eh): -0.352
Charge: 0
Energy relative to the best compared isomer or geometry (same formula, charge and spin) (eV): 3.475

Atoms and positions in Å:
C -1.155 -0.306 -0.918
C 1.119 -0.717 -0.411
C -0.743 -0.959 1.276
C -0.271 -0.670 -0.096
N 0.635 2.935 -0.473
O -0.737 3.392 -2.425
S -0.698 2.663 -1.169
H -2.193 -0.359 -0.741
H 0.698 2.491 0.461
H -0.803 -0.124 -1.972
H 1.732 -1.642 -0.191
H 1.565 -0.141 0.456
H 1.539 -0.207 -1.299
H -1.650 -1.480 1.422
H 0.096 -1.399 1.927
H -0.795 0.119 1.799

---

Record 7
ORCA calculation (ωB97M-V/def2-TZVPD) on the molecule C5H12N2.

Values from the calculation:
HOMO-LUMO gap (eV): 10.329
E_HOMO (Eh): -0.342
Charge: 0
Energy relative to the best compared isomer or geometry (same formula, charge and spin) (eV): 1.470
SMILES: C=NCC[C@@H](C)N

Atoms and positions in Å:
C -2.473 -0.450 -0.038
C -1.113 0.303 -0.115
C -0.112 -0.338 0.843
C 1.328 0.158 0.622
C 2.424 -1.254 -0.842
N 1.787 -0.167 -0.751
N -1.402 1.754 0.023
H -3.218 0.311 -0.288
H -2.642 -0.930 1.016
H -2.507 -1.184 -0.862
H -0.677 0.151 -1.108
H -0.488 -0.203 1.873
H -0.088 -1.416 0.597
H 1.426 1.234 0.753
H 1.972 -0.286 1.328
H 2.546 -2.018 -0.057
H 2.879 -1.486 -1.824
H -1.832 1.844 0.964
H -0.502 2.250 -0.047

---

Record 8
ORCA calculation (ωB97M-V/def2-TZVPD) on a structure of composition C18H49CaN2O2PS3Si4.

Values from the calculation:
2S+1: 2
HOMO-LUMO gap (spin up / spin down) (eV): 5.122 / 7.216
E_HOMO (spin up / spin down) (Eh): -0.093 / -0.170
Charge: -1

Atoms and positions in Å:
Ca 1.317 -0.061 -0.343
C 5.967 -0.911 3.969
C 4.679 -0.376 3.382
O 4.649 -0.672 1.976
P 3.579 -1.638 1.312
S 3.780 -1.467 -0.646
S 1.775 -1.412 2.134
O 4.168 -3.063 1.793
C 3.486 -4.265 1.397
C 3.490 -5.222 2.567
H 5.979 -0.745 5.049
H 6.832 -0.413 3.528
H 6.048 -1.982 3.776
H 4.616 0.707 3.468
H 3.811 -0.805 3.877
H 4.007 -4.680 0.534
H 2.462 -4.041 1.098
H 4.511 -5.457 2.873
H 2.984 -6.149 2.289
H 2.965 -4.778 3.414
C -2.250 2.281 0.136
Si -2.730 1.057 -1.224
C -2.148 1.833 -2.846
C -4.611 1.088 -1.301
Si -1.563 -0.934 -0.909
Si -2.325 -2.327 -2.601
C -1.732 -4.102 -2.357
C -1.637 -1.752 -4.261
C -4.188 -2.463 -2.836
Si -2.441 -1.828 1.055
C -2.053 -0.689 2.507
C -1.654 -3.492 1.453
C -4.306 -2.098 1.085
H -2.444 3.314 -0.173
H -1.183 2.212 0.371
H -2.804 2.093 1.062
H -2.524 2.858 -2.949
H -2.490 1.258 -3.713
H -1.055 1.869 -2.885
H -4.959 2.119 -1.418
H -5.054 0.677 -0.387
H -4.989 0.499 -2.143
H -0.655 -4.148 -2.170
H -1.956 -4.709 -3.241
H -2.236 -4.558 -1.499
H -0.556 -1.594 -4.202
H -2.090 -0.801 -4.559
H -1.835 -2.484 -5.053
H -4.663 -2.883 -1.944
H -4.418 -3.115 -3.686
H -4.645 -1.485 -3.020
H -0.981 -0.471 2.554
H -2.343 -1.145 3.461
H -2.580 0.264 2.411
H -0.569 -3.384 1.556
H -1.843 -4.225 0.662
H -2.049 -3.894 2.393
H -4.838 -1.154 0.923
H -4.628 -2.515 2.045
H -4.616 -2.787 0.292
C 1.081 3.980 1.929
N 1.313 4.625 0.654
C 2.357 5.643 0.761
C 1.511 3.736 -0.446
S 2.594 2.372 -0.296
N 1.323 4.411 -1.679
C 0.012 5.014 -1.859
C 1.772 3.768 -2.889
H 0.738 4.729 2.649
H 1.980 3.491 2.327
H 0.307 3.222 1.820
H 3.334 5.201 1.014
H 2.090 6.363 1.540
H 2.450 6.168 -0.189
H -0.326 5.437 -0.918
H -0.731 4.272 -2.198
H 0.069 5.808 -2.610
H 2.751 3.321 -2.740
H 1.830 4.512 -3.686
H 1.080 2.973 -3.218

---

Question: Which value of charge does entry 4 give?
Answer: 0